Record 1
The following is a DFT calculation (wB97M-V/def2-TZVPD) of 7 unconnected molecules or ions with the total composition C5H21O7 at a distorted geometry.

## Properties
- E_LUMO (eV) = 3.4
- Kohn-Sham gap (eV) = 8.4628
- DFT total energy (eV) = -19856.312
- multiplicity = 1
- ΔE to the lowest compared entry with this formula, charge and spin (kJ/mol) = 317.6
- total charge = -1

Geometry (Å):
C: -2.15692 0.62238 0.13083
O: -1.28940 -0.34148 -0.16359
C: -1.62809 2.13667 0.42453
C: -0.04277 2.06609 0.80260
C: 0.85503 2.01018 -0.46783
C: 2.13699 2.41202 -0.37914
H: -2.93046 0.04607 0.76197
H: -2.69308 0.77734 -0.82580
H: -1.72474 2.83087 -0.39560
H: -2.34323 2.57489 1.25341
H: -0.07814 1.22087 1.59873
H: 0.30709 3.03882 1.35189
H: 0.51047 1.82057 -1.41223
H: 2.60253 2.39071 0.63472
H: 2.69327 2.54350 -1.18536
H: -0.58775 -0.99056 0.78775
H: -1.01360 -0.99215 2.22165
O: -0.43244 -1.57748 1.71893
H: 3.50476 -1.04693 -0.29339
H: 2.99462 -0.57593 0.83534
O: 3.73176 -0.41126 0.39664
H: 1.78118 -1.64472 -0.41921
H: 0.91473 -0.74675 -1.04397
O: 1.49832 -1.39209 -1.41197
H: 1.92460 -2.80720 1.41423
H: 1.10908 -1.41378 1.64601
O: 2.03726 -1.88416 1.61419
H: -1.89495 -0.58743 -2.45314
H: -0.93150 -1.82957 -2.65762
O: -1.38581 -1.11477 -3.11898
H: -2.51436 -2.79936 0.19521
H: -2.16832 -1.80737 -0.92554
O: -2.78616 -2.52801 -0.63530

Forces on atoms 1 to 2 (eV/Å):
-2.1 0.7 -1.4
3.5 -0.8 -1.0


Record 2
The following is a DFT calculation (wB97M-V/def2-TZVPD) of a molecular structure, C16H29F3N2O17Ti at a distorted geometry.

## Properties
- E_LUMO (spin up / spin down) (eV) = 2.3 / 2.3
- Kohn-Sham gap (spin up / spin down) (eV) = 4.3249 / 7.9611
- DFT total energy (eV) = -86113.128
- multiplicity = 4
- ΔE to the lowest compared entry with this formula, charge and spin (kJ/mol) = 105.6
- ⟨S²⟩ = 3.7543
- total charge = -1

Geometry (Å):
Ti: -0.50247 0.47099 -0.66616
N: -3.28252 1.92753 -2.33754
O: -4.37453 2.14255 -1.75839
O: -2.18315 1.94335 -1.72396
O: -3.32159 1.69840 -3.56086
N: -0.59218 -0.90351 -4.08386
O: 0.47344 -1.15177 -4.68963
O: -1.68631 -0.85303 -4.65050
O: -0.54922 -0.76779 -2.82462
C: 3.75163 -1.26154 -3.03422
C: 2.68223 -0.24194 -2.68159
O: 3.28363 0.84337 -1.99494
C: 2.53171 1.79802 -1.48228
O: 1.33186 1.79374 -1.37631
O: 3.33893 2.74760 -1.03923
C: 2.68421 3.83853 -0.41314
H: 3.40246 -2.09818 -3.63816
H: 4.24862 -1.64107 -2.14197
H: 4.43494 -0.75517 -3.72008
H: 1.84752 -0.62331 -2.08674
H: 2.14331 -0.00595 -3.60445
H: 2.15715 4.49696 -1.10360
H: 3.37444 4.37995 0.22878
H: 1.89668 3.52881 0.28103
C: 2.61348 -0.67480 3.50529
C: 3.34693 -0.55276 2.18172
O: 3.10318 -1.68555 1.33095
C: 1.96554 -1.68756 0.63975
O: 1.26637 -0.74764 0.35673
O: 1.78437 -2.90883 0.16704
C: 0.75171 -3.09448 -0.81030
H: 1.54318 -0.84526 3.42862
H: 2.73553 0.27992 4.01466
H: 3.12814 -1.36834 4.17163
H: 4.42041 -0.60732 2.35202
H: 3.09925 0.36997 1.65727
H: 0.72856 -2.36229 -1.61825
H: -0.17671 -2.92941 -0.25337
H: 0.76610 -4.13003 -1.12998
C: -2.85591 -3.00880 -2.12937
C: -3.83480 -2.45400 -1.09342
O: -3.48289 -2.66301 0.27225
C: -2.49277 -1.95621 0.77494
O: -1.91960 -1.08908 0.16339
O: -2.20195 -2.38934 1.98211
C: -1.29261 -1.63997 2.78705
H: -2.95816 -2.44199 -3.05541
H: -3.05951 -4.05977 -2.33845
H: -1.81534 -2.87937 -1.83126
H: -4.82006 -2.87699 -1.26704
H: -3.85505 -1.36919 -1.22460
H: -1.69712 -0.73961 3.24524
H: -0.43770 -1.39202 2.15697
H: -0.92562 -2.30748 3.56375
C: -3.26920 1.67503 1.65307
C: -2.51713 2.97241 1.40776
O: -1.52163 3.30382 2.37073
C: -0.36072 2.54764 2.43877
O: -0.06661 1.63151 1.62797
C: 0.47654 2.92482 3.63923
F: 1.77333 3.08367 3.22694
F: 0.08694 4.04917 4.24112
F: 0.50713 1.91690 4.55305
H: -4.21155 1.70144 1.10759
H: -3.44529 1.49785 2.71701
H: -2.69260 0.81185 1.31642
H: -3.21322 3.81050 1.38976
H: -2.06375 2.97802 0.41309

Forces on atoms 1 to 2 (eV/Å):
-0.1 0.7 0.0
-2.3 -0.5 -2.0